(1)
# C5H6FNS

A single C5H6FNS molecule (wB97M-V/def2-TZVPD, the Open Molecules 2025 dataset).

Positions of all 14 atoms, in Å:
1 C -0.96 1.23 0.46
2 C -0.05 0.61 1.27
3 C 1.05 -0.27 0.92
4 C 1.12 -1.06 -0.49
5 C -0.05 -1.61 -0.75
6 H -1.94 1.29 -1.20
7 H -0.38 0.60 -1.63
8 H -1.82 1.97 0.84
9 H 0.07 1.38 2.23
10 H -0.06 -2.20 -1.72
11 H -0.82 -1.74 0.11
12 N -0.94 1.08 -0.92
13 F 2.29 -1.02 -1.03
14 S 2.47 -0.27 1.89

The calculation puts the strongest force on any atom at 0.1246 hartree/bohr. The orbital gap is 7.4 eV. As for the spin multiplicity: 1. Its calculated total energy is -746.786619 Eh. As for the energy relative to the best compared isomer or geometry (same formula, charge and spin): 301.6 kJ/mol. As for the HOMO energy: -8.170 eV. Its SMILES is C=C(F)C(=S)/C=C\N.



(2)
# C5H6FNS

A single C5H6FNS molecule (wB97M-V/def2-TZVPD, the Open Molecules 2025 dataset).

Positions of all 14 atoms, in Å:
1 C -1.52 -0.66 -0.12
2 C -1.26 0.66 -0.05
3 C 0.01 1.39 -0.17
4 C 1.35 0.79 -0.07
5 C 1.75 0.01 0.94
6 H -1.00 -2.58 -0.69
7 H 0.30 -1.45 -0.45
8 H -2.59 -0.99 -0.06
9 H -2.15 1.30 -0.07
10 H 1.03 -0.46 1.60
11 H 2.76 -0.43 0.98
12 N -0.68 -1.71 -0.30
13 F 2.19 1.18 -1.02
14 S -0.19 2.95 -0.51

The calculation puts the strongest force on any atom at 0.0397 hartree/bohr. The orbital gap is 7.7 eV. As for the spin multiplicity: 1. Its calculated total energy is -746.865743 Eh. As for the energy relative to the best compared isomer or geometry (same formula, charge and spin): 93.9 kJ/mol. As for the HOMO energy: -8.263 eV. Its SMILES is C=C(F)C(=S)/C=C\N.



(3)
# C5H6I2O

C5H6I2O as an isolated structure (wB97M-V/def2-TZVPD, the Open Molecules 2025 dataset).

Positions of all 14 atoms, in Å:
1 C -1.08 0.59 -1.90
2 C -1.69 -1.87 -1.71
3 C -1.23 -0.71 -1.93
4 C 0.32 0.11 1.93
5 C 1.35 0.43 0.76
6 O -1.88 -3.01 -1.61
7 I 3.33 -0.48 1.11
8 I 1.60 2.49 0.33
9 H -0.04 1.01 -2.24
10 H -1.79 1.29 -1.37
11 H 1.01 -0.11 -0.13
12 H 0.76 0.43 2.91
13 H 0.01 -0.94 2.01
14 H -0.66 0.79 1.85

The calculation puts the strongest force on any atom at 0.0499 hartree/bohr. The orbital gap is 8.3 eV. As for the spin multiplicity: 1. Its calculated total energy is -864.627986 Eh. As for the energy relative to the best compared isomer or geometry (same formula, charge and spin): 136.1 kJ/mol. As for the HOMO energy: -9.106 eV.



(4)
# C5H6INO

A single C5H6INO molecule (wB97M-V/def2-TZVPD, the Open Molecules 2025 dataset).

Positions of all 14 atoms, in Å:
1 C -0.83 1.68 -0.05
2 C 1.34 2.03 0.08
3 C -0.26 0.37 -0.06
4 C 1.16 0.63 0.00
5 C -0.98 -0.92 -0.16
6 N 2.44 -0.66 -0.15
7 O 0.13 2.62 -0.03
8 I 4.33 0.16 0.03
9 H -1.77 1.97 -0.19
10 H 2.24 2.75 0.05
11 H -0.21 -1.74 -0.46
12 H -1.48 -1.03 0.85
13 H -1.61 -0.82 -0.93
14 H 2.21 -1.09 0.66

The calculation puts the strongest force on any atom at 0.1266 hartree/bohr. The orbital gap is 8.4 eV. As for the spin multiplicity: 1. Its calculated total energy is -621.671444 Eh. As for the energy relative to the best compared isomer or geometry (same formula, charge and spin): 350.1 kJ/mol. As for the HOMO energy: -8.669 eV. Its SMILES is Cc1cocc1NI.



(5)
# C5H6KLiO5

C5H6KLiO5 as an isolated structure (wB97M-V/def2-TZVPD, the Open Molecules 2025 dataset).

Positions of all 18 atoms, in Å:
1 O 1.58 0.05 -0.86
2 C 1.47 0.65 0.32
3 C 0.98 -1.26 -0.78
4 O 1.99 1.73 0.59
5 O 1.11 -0.24 1.28
6 C 1.07 -1.56 0.71
7 K 0.65 3.88 0.43
8 H 1.55 -1.94 -1.41
9 H -0.06 -1.17 -1.12
10 H 1.99 -2.08 0.99
11 H 0.18 -2.07 1.09
12 O -2.21 -0.62 0.73
13 C -2.38 0.10 -0.36
14 C -1.60 1.18 -0.67
15 O -0.64 1.61 0.20
16 Li -0.94 0.36 1.67
17 H -3.10 -0.24 -1.13
18 H -1.64 1.63 -1.67

The calculation puts the strongest force on any atom at 0.0324 hartree/bohr. The orbital gap is 4.4 eV. As for the spin multiplicity: 1. Its calculated total energy is -1177.838365 Eh. As for the HOMO energy: -5.065 eV.



(6)
# C5H6KN2OSSe

C5H6KN2OSSe as an isolated structure (wB97M-V/def2-TZVPD, the Open Molecules 2025 dataset).

Positions of all 17 atoms, in Å:
1 K 0.76 -1.67 0.85
2 S 4.36 -2.71 4.39
3 C 3.17 -2.45 3.36
4 N 2.30 -2.26 2.59
5 Se 0.21 -3.19 -4.06
6 C 0.20 -2.34 -2.54
7 N 0.19 -1.75 -1.54
8 C -0.86 2.73 0.36
9 C -0.95 1.23 0.11
10 C -1.49 0.79 -1.21
11 O -0.57 0.44 0.94
12 H -1.38 3.32 -0.38
13 H 0.19 3.01 0.38
14 H -1.26 2.95 1.35
15 H -1.80 1.61 -1.84
16 H -2.33 0.11 -1.05
17 H -0.74 0.18 -1.71

The calculation puts the strongest force on any atom at 0.0352 hartree/bohr. The orbital gap is 6.8 eV. As for the spin multiplicity: 1. Its calculated total energy is -3778.566850 Eh. As for the energy relative to the best compared isomer or geometry (same formula, charge and spin): 18.7 kJ/mol. As for the HOMO energy: -4.611 eV. As for the total charge: -1.



(7)
# C5H6LiO4Pd

C5H6LiO4Pd as an isolated structure (wB97M-V/def2-TZVPD, the Open Molecules 2025 dataset).

Positions of all 17 atoms, in Å:
1 O 3.39 0.03 0.01
2 C 2.74 -0.91 -0.56
3 O 3.28 -1.98 -0.87
4 O 1.46 -0.65 -0.80
5 C 0.49 -1.50 -0.20
6 C -0.66 -1.74 -1.15
7 Li 4.98 -1.26 -0.11
8 H 0.95 -2.45 0.09
9 H -0.27 -2.05 -2.12
10 H -1.26 -2.56 -0.74
11 H -0.04 -0.96 0.64
12 Pd 2.54 1.39 0.47
13 C -1.57 -0.47 -1.39
14 C -2.75 -0.76 -2.13
15 O -3.67 -1.01 -2.71
16 H -1.93 -0.06 -0.42
17 H -1.05 0.33 -1.94

Its expectation value of S² is 3.7535. The calculation puts the strongest force on any atom at 0.2494 hartree/bohr. The orbital gap (spin up / spin down) is 5.4 / 9.1 eV. As for the spin multiplicity: 4. Its calculated total energy is -629.686518 Eh. As for the HOMO energy (spin up / spin down): -13.378 / -19.100 eV. As for the total charge: +2.



(8)
# C5H6N

An isolated ion of composition C5H6N and charge +1 (wB97M-V/def2-TZVPD, the Open Molecules 2025 dataset).

Positions of all 12 atoms, in Å:
1 C 1.90 -0.15 0.20
2 C 0.60 -0.62 0.27
3 C 2.63 0.74 -0.19
4 C -0.53 -1.59 0.15
5 C -1.34 0.99 0.15
6 N -0.53 -0.11 0.23
7 H 3.52 1.08 -0.61
8 H -0.71 -1.85 -0.90
9 H -0.82 -2.34 0.87
10 H -0.83 1.83 0.23
11 H -2.29 0.94 0.68
12 H -1.58 1.08 -1.06

The calculation puts the strongest force on any atom at 0.1177 hartree/bohr. The orbital gap is 10.2 eV. As for the spin multiplicity: 1. Its calculated total energy is -248.418710 Eh. As for the energy relative to the best compared isomer or geometry (same formula, charge and spin): 517.2 kJ/mol. As for the HOMO energy: -15.515 eV. As for the total charge: +1. Its SMILES is C#CC1=[N+](C)C1.



Q: Which value of calculated total energy does entry 4 give?
A: -621.671444 Eh



Q: Which formula does entry 5 have?
A: C5H6KLiO5